{
  "formula": "C20H28N2RuSi",
  "method": "wB97M-V/def2-TZVPD",
  "gap_ev": [4.34, 3.49],
  "e_above_lowest_kcal_mol": 0.0,
  "charge": 1,
  "multiplicity": 6,
  "symbols": ["C", "C", "C", "H", "C", "C", "H", "H", "H", "H", "Ru", "C", "H", "H", "H", "Si", "C", "C", "H", "C", "H", "C", "H", "C", "H", "C", "H", "C", "C", "H", "C", "H", "C", "H", "C", "H", "C", "H", "H", "H", "N", "C", "C", "N", "H", "H", "H", "H", "H", "H", "H", "H"],
  "coordinates": [[1.189, 2.361, 1.936], [0.222, 2.361, 0.868], [-1.095, 2.246, 1.448], [0.437, 2.587, -0.166], [-0.939, 2.146, 2.871], [0.463, 2.276, 3.162], [0.919, 2.343, 4.148], [2.259, 2.468, 1.837], [-2.029, 2.316, 0.919], [-1.745, 2.017, 3.582], [0.057, 0.335, 1.706], [-1.406, -3.349, -3.622], [-2.114, -3.363, -2.791], [-1.700, -2.583, -4.344], [-0.399, -3.144, -3.255], [0.020, -0.355, -0.492], [1.682, -0.446, -1.414], [2.460, 0.715, -1.474], [2.102, 1.641, -1.012], [3.694, 0.704, -2.137], [4.281, 1.620, -2.183], [4.162, -0.473, -2.731], [5.134, -0.484, -3.231], [3.380, -1.633, -2.681], [3.740, -2.548, -3.154], [2.139, -1.626, -2.028], [1.520, -2.528, -2.004], [-1.134, 0.667, -1.613], [-0.730, 1.129, -2.874], [0.243, 0.829, -3.277], [-1.562, 1.990, -3.601], [-1.218, 2.378, -4.560], [-2.818, 2.351, -3.104], [-3.460, 3.028, -3.669], [-3.251, 1.834, -1.878], [-4.231, 2.097, -1.479], [-2.420, 0.978, -1.148], [-2.762, 0.576, -0.186], [-0.520, -1.742, -0.612], [-1.416, -4.327, -4.115], [-0.015, -1.830, 2.595], [-0.758, -2.209, 3.884], [-0.349, -1.283, 4.981], [0.125, -0.009, 4.400], [0.577, -2.649, 2.339], [-0.781, -1.884, 1.926], [-1.829, -2.047, 3.669], [-0.615, -3.267, 4.224], [-1.217, -1.038, 5.598], [0.460, -1.755, 5.564], [0.169, 0.720, 5.134], [1.077, -0.143, 4.042]],
  "mulliken_spin": [0.17, 0.04, 0.04, -0.03, 0.17, 0.12, 0.01, 0.02, 0.04, 0.02, 3.18, 0.00, 0.00, 0.00, 0.00, 0.05, 0.01, -0.01, -0.01, 0.00, 0.00, 0.01, 0.00, 0.00, 0.00, 0.01, 0.00, -0.07, 0.20, 0.04, 0.25, 0.00, 0.01, 0.01, 0.26, 0.00, 0.30, 0.02, 0.02, 0.00, 0.04, 0.00, 0.00, 0.04, 0.01, 0.00, 0.01, 0.01, 0.00, 0.00, 0.00, -0.01]
}

{
  "formula": "C20H28N3O3S",
  "method": "wB97M-V/def2-TZVPD",
  "gap_ev": 8.52,
  "charge": 1,
  "multiplicity": 1,
  "symbols": ["C", "C", "N", "C", "C", "H", "H", "H", "H", "H", "C", "H", "H", "C", "N", "C", "O", "C", "C", "O", "C", "H", "C", "H", "O", "H", "H", "H", "C", "N", "C", "C", "C", "C", "C", "C", "S", "C", "H", "H", "H", "H", "C", "H", "H", "H", "H", "H", "H", "H", "H", "H", "H", "H", "H"],
  "coordinates": [[0.900, -1.845, -3.732], [1.115, -0.606, -2.865], [1.229, -0.803, -1.411], [2.601, -0.952, -0.918], [3.340, -2.223, -1.326], [2.779, -3.112, -1.049], [4.299, -2.255, -0.815], [3.531, -2.241, -2.395], [2.553, -0.900, 0.175], [3.166, -0.082, -1.263], [0.295, -1.778, -0.844], [0.271, -2.704, -1.424], [0.632, -2.033, 0.163], [-1.134, -1.219, -0.753], [-1.411, -0.513, 0.495], [-2.315, -0.933, 1.474], [-2.688, -0.107, 2.296], [-2.774, -2.308, 1.527], [-3.758, -2.617, 2.411], [-4.296, -3.818, 2.565], [-3.851, -4.793, 1.634], [-4.033, -5.768, 2.087], [-2.368, -4.580, 1.329], [-2.009, -5.297, 0.591], [-2.162, -3.295, 0.770], [-1.792, -4.677, 2.257], [-4.435, -4.700, 0.711], [-4.178, -1.859, 3.055], [-0.884, 0.732, 0.665], [0.114, 1.176, -0.083], [0.514, 2.457, 0.231], [1.536, 3.179, -0.372], [1.790, 4.461, 0.083], [1.023, 4.992, 1.129], [0.003, 4.289, 1.744], [-0.243, 3.000, 1.272], [-1.446, 1.850, 1.836], [-0.816, 4.853, 2.856], [-0.762, 4.205, 3.730], [-0.473, 5.845, 3.130], [-1.862, 4.913, 2.557], [1.240, 5.994, 1.465], [2.873, 5.292, -0.524], [2.456, 6.211, -0.934], [3.385, 4.757, -1.318], [3.601, 5.574, 0.235], [2.109, 2.745, -1.175], [-1.846, -2.036, -0.829], [-1.318, -0.526, -1.578], [0.650, 0.505, -0.732], [2.028, -0.101, -3.186], [0.284, 0.085, -3.048], [0.994, -1.554, -4.775], [-0.094, -2.263, -3.593], [1.637, -2.616, -3.530]],
  "nbo_charge": [-0.64, -0.22, -0.48, -0.21, -0.63, 0.21, 0.23, 0.21, 0.20, 0.20, -0.24, 0.21, 0.22, -0.24, -0.44, 0.66, -0.59, 0.02, 0.20, -0.44, -0.11, 0.22, -0.10, 0.22, -0.51, 0.19, 0.20, 0.24, 0.30, -0.53, 0.13, -0.24, 0.04, -0.20, -0.01, -0.19, 0.57, -0.64, 0.23, 0.23, 0.23, 0.22, -0.64, 0.23, 0.22, 0.23, 0.22, 0.27, 0.21, 0.46, 0.21, 0.19, 0.24, 0.21, 0.22]
}

{
  "formula": "C20H28N3O5PTa",
  "method": "wB97M-V/def2-TZVPD",
  "gap_ev": 7.98,
  "e_above_lowest_kcal_mol": 11.8,
  "charge": 3,
  "multiplicity": 1,
  "symbols": ["Ta", "O", "C", "N", "C", "C", "C", "C", "C", "C", "N", "C", "C", "C", "C", "C", "N", "H", "H", "H", "H", "H", "H", "H", "H", "H", "H", "C", "C", "C", "C", "O", "P", "O", "O", "O", "C", "C", "C", "C", "H", "H", "H", "H", "H", "H", "H", "H", "H", "H", "H", "H", "H", "H", "H", "H", "H", "H"],
  "coordinates": [[0.210, -1.299, 0.336], [-0.924, -2.277, 4.136], [-0.922, -2.140, 2.957], [0.256, -1.907, 2.181], [1.545, -2.366, 2.726], [2.428, -2.725, 1.551], [3.696, -3.249, 1.687], [4.419, -3.583, 0.551], [3.872, -3.363, -0.715], [2.626, -2.801, -0.803], [1.906, -2.493, 0.312], [-2.103, -2.207, 2.044], [-3.360, -2.539, 2.479], [-4.386, -2.614, 1.535], [-4.106, -2.333, 0.208], [-2.820, -1.977, -0.159], [-1.813, -1.931, 0.741], [1.366, -3.242, 3.355], [2.011, -1.602, 3.354], [4.105, -3.415, 2.675], [5.408, -4.014, 0.645], [4.414, -3.617, -1.614], [2.162, -2.581, -1.757], [-3.522, -2.745, 3.529], [-5.389, -2.887, 1.840], [-4.878, -2.381, -0.548], [-2.575, -1.725, -1.180], [1.501, 3.644, -3.123], [0.807, 2.370, -3.468], [1.684, 1.196, -3.754], [-0.425, 2.492, -4.297], [0.102, 1.965, -1.888], [-0.085, 0.877, -0.915], [1.223, 0.290, -0.135], [-0.604, -0.556, -1.373], [-1.022, 1.072, 0.316], [-1.141, 2.333, 1.341], [0.206, 3.001, 1.382], [-1.524, 1.637, 2.621], [-2.236, 3.168, 0.736], [1.920, 4.030, -4.058], [2.323, 3.492, -2.427], [0.808, 4.391, -2.745], [2.191, 1.412, -4.700], [1.111, 0.280, -3.893], [2.460, 1.076, -2.998], [-0.089, 2.749, -5.307], [-1.074, 3.293, -3.951], [-0.972, 1.555, -4.363], [0.991, 2.335, 1.737], [0.135, 3.828, 2.092], [0.480, 3.433, 0.419], [-0.716, 1.003, 2.993], [-2.441, 1.061, 2.500], [-1.712, 2.396, 3.382], [-1.949, 3.555, -0.240], [-2.409, 4.023, 1.392], [-3.167, 2.611, 0.656]],
  "lowdin_charge": [2.01, 0.22, -0.41, -0.15, -0.08, -0.20, 0.05, 0.06, 0.02, -0.06, -0.09, -0.17, 0.07, 0.05, 0.03, -0.05, -0.05, 0.16, 0.16, 0.15, 0.15, 0.14, 0.13, 0.15, 0.15, 0.14, 0.12, 0.00, -0.39, -0.02, 0.00, -0.14, 0.33, -0.35, -0.36, -0.23, -0.48, -0.01, -0.01, 0.00, 0.13, 0.11, 0.11, 0.13, 0.10, 0.10, 0.13, 0.11, 0.10, 0.09, 0.12, 0.09, 0.09, 0.10, 0.12, 0.10, 0.12, 0.10]
}

{
  "formula": "C20H28N4O2S",
  "method": "wB97M-V/def2-TZVPD",
  "smiles": "COCCn1c(Cc2ccccc2)nnc1SCC(=O)NC1CCCCC1",
  "gap_ev": 9.20,
  "e_above_lowest_kcal_mol": 30.1,
  "charge": 0,
  "multiplicity": 1,
  "symbols": ["C", "H", "O", "C", "C", "N", "C", "N", "N", "C", "C", "C", "C", "C", "C", "C", "C", "H", "H", "H", "H", "H", "H", "H", "S", "C", "H", "H", "C", "O", "N", "H", "C", "C", "C", "C", "C", "C", "H", "H", "H", "H", "H", "H", "H", "H", "H", "H", "H", "H", "H", "H", "H", "H", "H"],
  "coordinates": [[-3.780, -3.610, -1.533], [-4.689, -4.030, -1.960], [-4.159, -2.397, -0.923], [-3.171, -1.808, -0.125], [-2.050, -1.141, -0.948], [-1.138, -0.435, -0.096], [-0.134, -0.986, 0.649], [0.475, -0.062, 1.346], [-0.118, 1.113, 1.067], [-1.079, 0.901, 0.217], [-1.989, 1.936, -0.334], [-3.406, 1.695, 0.125], [-4.444, 1.547, -0.783], [-5.732, 1.297, -0.341], [-5.993, 1.193, 1.014], [-4.962, 1.346, 1.927], [-3.676, 1.596, 1.486], [-2.868, 1.714, 2.194], [-5.161, 1.270, 2.986], [-6.996, 0.994, 1.359], [-6.531, 1.180, -1.057], [-4.249, 1.629, -1.843], [-1.938, 1.935, -1.426], [-1.632, 2.901, 0.030], [0.233, -2.682, 0.602], [1.749, -2.728, 1.609], [1.560, -2.153, 2.513], [1.899, -3.783, 1.835], [2.946, -2.198, 0.816], [3.672, -2.937, 0.186], [3.096, -0.869, 0.919], [2.349, -0.332, 1.360], [4.054, -0.116, 0.137], [4.793, 0.875, 1.036], [5.784, 1.699, 0.220], [5.064, 2.443, -0.900], [4.329, 1.458, -1.803], [3.337, 0.630, -0.992], [2.832, -0.092, -1.638], [2.578, 1.285, -0.555], [5.052, 0.790, -2.277], [3.801, 1.996, -2.593], [5.783, 3.019, -1.486], [4.346, 3.143, -0.467], [6.296, 2.410, 0.872], [6.537, 1.036, -0.211], [5.314, 0.331, 1.826], [4.061, 1.537, 1.505], [4.756, -0.841, -0.285], [-1.484, -1.903, -1.493], [-2.495, -0.441, -1.658], [-3.686, -1.045, 0.466], [-2.723, -2.548, 0.555], [-3.365, -4.308, -0.798], [-3.047, -3.458, -2.332]],
  "nbo_charge": [-0.25, 0.20, -0.53, -0.07, -0.25, -0.37, 0.18, -0.37, -0.29, 0.34, -0.48, 0.07, -0.26, -0.19, -0.22, -0.20, -0.25, 0.23, 0.22, 0.22, 0.22, 0.21, 0.22, 0.26, 0.28, -0.60, 0.25, 0.26, 0.66, -0.63, -0.63, 0.43, -0.06, -0.40, -0.40, -0.40, -0.40, -0.41, 0.21, 0.20, 0.20, 0.21, 0.21, 0.19, 0.21, 0.20, 0.21, 0.20, 0.22, 0.22, 0.22, 0.21, 0.17, 0.17, 0.16]
}

| no. | DFT total energy (eV) |
| --- | --- |
| 1 | -34621.164 |
| 2 | -42636.859 |
| 3 | -46721.343 |
| 4 | -42085.836 |